Model A:
DFT (ωB97M-V/def2-TZVPD) results for a cluster of 3 separate species, C2H9NO3 in total.

Output
**Charge**: 0
**Structure (SMILES)**: CC(N)=O.O.O
**Highest occupied orbital energy**: -10.327 eV

Geometry as XYZ:
```
15
C2H9NO3 (ωB97M-V/def2-TZVPD)
C 0.77631 0.33607 -0.88751
C 0.81004 1.15978 0.38432
N 1.89858 1.94259 0.55902
O -0.09982 1.02435 1.17394
H 0.47933 -0.66691 -0.64159
H 1.71981 0.38612 -1.43896
H 0.14748 0.86583 -1.60706
H 1.93810 2.58639 1.33125
H 2.31329 2.33677 -0.26989
O -0.96673 -2.95627 -1.17366
H -1.85205 -3.05860 -1.57114
H -0.95035 -2.02010 -0.91913
O -2.45115 -0.63359 1.79695
H -2.05253 -1.24209 1.17199
H -1.71030 -0.06034 2.09146
```


Model B:
DFT (ωB97M-V/def2-TZVPD) results for a cluster of 3 separate species, C2H9NO3 in total.

Output
**Charge**: 0
**Structure (SMILES)**: CC(N)=O.O.O
**Highest occupied orbital energy**: -9.556 eV

Geometry as XYZ:
```
15
C2H9NO3 (ωB97M-V/def2-TZVPD)
C 0.70946 -2.41698 0.84077
C 0.43564 -1.22055 -0.04593
N -0.80217 -0.66453 0.11820
O 1.27809 -0.74149 -0.77352
H 1.06343 -2.13034 1.82565
H 1.44952 -3.05181 0.35927
H -0.16826 -3.02138 0.98425
H -0.91756 0.30938 -0.12140
H -1.46322 -1.08837 0.74118
O -0.67089 1.38017 -2.05745
H 0.13707 1.70790 -1.65174
H -0.97847 2.03004 -2.69514
O -0.23224 2.82057 0.53468
H 0.23030 2.33224 1.22376
H -0.07070 3.75515 0.71744
```


Model C:
DFT (ωB97M-V/def2-TZVPD) results for a cluster of 3 separate species, C2H9NO3 in total.

Output
**Charge**: 0
**Structure (SMILES)**: NCC=O.O.O
**Highest occupied orbital energy**: -10.240 eV

Geometry as XYZ:
```
15
C2H9NO3 (ωB97M-V/def2-TZVPD)
N 0.56185 -0.78733 1.19422
C -0.51451 -0.16376 1.95681
C -0.43106 1.34860 1.89854
O -1.39547 2.04647 2.03829
H 0.62175 -0.41749 0.23642
H 0.26946 -1.76234 1.10885
H -0.47554 -0.47765 3.00910
H -1.46885 -0.50572 1.52174
H 0.60258 1.66857 1.69844
O -2.17324 1.93091 -5.10323
H -2.02464 2.81102 -5.46586
H -1.28372 1.56687 -5.15239
O 2.72910 -2.75331 0.45360
H 1.99165 -2.31162 0.88743
H 2.99066 -2.19322 -0.28194
```


The data favor model B; the next most stable structure lies 0.178 eV above it.


Model A:
DFT (ωB97M-V/def2-TZVPD) results for a cluster of 2 separate species, C3H6NO2 in total.

Output
**Charge**: -1
**Highest occupied orbital energy**: -4.041 eV

Geometry as XYZ:
```
12
C3H6NO2 (ωB97M-V/def2-TZVPD)
C -0.15340 -0.75823 1.39424
C -1.63836 0.41507 0.04486
N -1.49680 -0.30027 1.07440
H 0.07254 -0.79024 2.46207
H 0.60079 -0.17707 0.85479
H -0.03313 -1.79676 1.05644
H -2.56800 0.97232 -0.09469
H -0.92562 0.48188 -0.77499
O 0.96977 -0.61780 -1.68803
C 1.53489 0.46642 -1.49386
O 1.40230 1.27497 -0.54399
H 2.23502 0.82972 -2.29124
```


Model B:
DFT (ωB97M-V/def2-TZVPD) results for the ion C3H6NO2 with charge -1.

Output
**Charge**: -1
**Structure (SMILES)**: CC(C)=[N+]([O-])[O-]
**Highest occupied orbital energy**: -2.445 eV

Geometry as XYZ:
```
12
C3H6NO2 (ωB97M-V/def2-TZVPD)
C -0.93954 0.20197 1.03849
C 0.09448 -0.14160 0.05143
C 0.35513 0.81449 -1.13646
N 0.74846 -1.28914 0.10330
O 1.55621 -1.60783 -0.83993
O 0.48622 -2.10505 1.02176
H -0.82110 1.19874 1.47121
H -1.99832 0.24995 0.62938
H -0.90436 -0.41030 1.92044
H 0.72746 1.87107 -0.90506
H -0.50121 0.88973 -1.71273
H 1.19657 0.32796 -1.64182
```


Model C:
DFT (ωB97M-V/def2-TZVPD) results for the ion C3H6NO2 with charge -1.

Output
**Charge**: -1
**Structure (SMILES)**: CC(=O)NC[O-]
**Highest occupied orbital energy**: -3.620 eV

Geometry as XYZ:
```
12
C3H6NO2 (ωB97M-V/def2-TZVPD)
C -1.34827 -0.54715 -1.65497
C -1.10906 0.08729 -0.28997
O -1.84281 1.02359 0.12294
N 0.10796 -0.22781 0.10874
C 1.48499 0.17820 1.11474
O 2.63062 -0.43121 0.88232
H -2.37183 -0.99194 -1.85194
H -0.64278 -1.31999 -2.07721
H -1.22529 0.32592 -2.33101
H 0.64419 -0.71336 -0.62134
H 1.44623 1.27047 0.90220
H 0.92534 -0.02550 2.15732
```


The data favor model A; the next most stable structure lies 0.889 eV above it.


Model A:
DFT (ωB97M-V/def2-TZVPD) results for a cluster of 2 separate species, CH2N2O in total.

Output
**Charge**: 0
**Highest occupied orbital energy (spin up / spin down)**: -7.701 / -7.197 eV

Geometry as XYZ:
```
6
CH2N2O (ωB97M-V/def2-TZVPD)
C 1.13745 0.65526 0.05863
N -1.43810 0.67013 0.11572
N -1.13592 -0.43444 0.07780
O 0.83394 -0.48996 0.11133
H 2.13235 1.02859 -0.14164
H -1.52971 -1.42958 -0.22184
```


Model B:
DFT (ωB97M-V/def2-TZVPD) results for a cluster of 2 separate species, CH2N2O in total.

Output
**Charge**: 0
**Highest occupied orbital energy (spin up / spin down)**: -8.986 / -8.987 eV

Geometry as XYZ:
```
6
CH2N2O (ωB97M-V/def2-TZVPD)
C -0.39032 -0.28693 -0.19641
N -1.20432 -1.17771 0.04772
N -2.97217 -0.40372 -0.04605
O -2.70380 0.70763 0.13528
H 0.67762 -0.46465 0.08294
H -0.81982 0.76362 -0.27314
```


The data favor model B; the next most stable structure lies 0.880 eV above it.


Model A:
DFT (ωB97M-V/def2-TZVPD) results for an isolated molecule of CH2N2O.

Output
**Charge**: 0
**Structure (SMILES)**: O=C1NN1
**Highest occupied orbital energy**: -10.075 eV

Geometry as XYZ:
```
6
CH2N2O (ωB97M-V/def2-TZVPD)
O -0.70080 1.37895 -1.36013
C -0.20007 0.60544 -0.36248
N 0.82889 0.13027 0.37287
N -0.54749 -0.20166 0.70095
H 1.26269 -0.71597 0.03944
H -0.64323 -1.19702 0.60935
```


Model B:
DFT (ωB97M-V/def2-TZVPD) results for a cluster of 2 separate species, CH2N2O in total.

Output
**Charge**: 0
**Highest occupied orbital energy (spin up / spin down)**: -10.069 / -9.866 eV

Geometry as XYZ:
```
6
CH2N2O (ωB97M-V/def2-TZVPD)
C 0.75157 0.06612 0.01790
N -0.44039 -0.39461 0.47746
N -0.33213 0.93899 0.00378
O 1.81107 -0.13176 -0.37995
H -0.95887 -2.16029 -0.55368
H -0.83126 1.68155 0.43448
```


Model C:
DFT (ωB97M-V/def2-TZVPD) results for a cluster of 2 separate species, CH2N2O in total.

Output
**Charge**: 0
**Highest occupied orbital energy (spin up / spin down)**: -9.715 / -8.192 eV

Geometry as XYZ:
```
6
CH2N2O (ωB97M-V/def2-TZVPD)
C 1.01483 0.28818 0.07894
N 0.33537 1.27007 -0.14018
N -2.29950 -0.01397 0.04921
O -1.81812 -0.98830 -0.17695
H 2.07482 0.25024 0.14748
H 0.69261 -0.80621 0.04150
```


The data favor model A; the next most stable structure lies 0.928 eV above it.


Model A:
DFT (ωB97M-V/def2-TZVPD) results for an isolated molecule of C9H20OSi.

Output
**Charge**: 0
**Structure (SMILES)**: C=CC(CC)(CC)[SiH2]OCC
**Highest occupied orbital energy**: -9.286 eV

Geometry as XYZ:
```
31
C9H20OSi (ωB97M-V/def2-TZVPD)
C 0.93106 -3.04428 -0.98757
C 1.11290 -2.06998 -0.09106
C 0.77788 -0.37318 -0.34598
C 0.72183 0.18112 1.06613
C 1.98297 0.15441 1.91642
C 2.01775 0.24272 -1.12928
C 1.96185 1.75707 -1.28039
Si -0.97241 0.00205 -1.24419
O -2.13215 -0.14970 -0.13009
C -3.20402 0.78775 0.02080
C -3.79090 0.35676 1.30254
H 1.10072 -4.08074 -0.74249
H 0.71443 -3.01198 -2.04474
H 1.49331 -2.18599 0.89461
H -0.18558 -0.27500 1.43128
H 0.45554 1.23474 1.13353
H 2.52536 -0.86617 1.94585
H 1.79568 0.40841 2.91576
H 2.63456 0.98729 1.72024
H 2.00898 -0.18671 -2.10859
H 2.92029 -0.13840 -0.63209
H 1.59420 2.17862 -0.37845
H 2.87726 2.28730 -1.68617
H 1.27886 2.11606 -2.15671
H -0.87284 1.50038 -1.61996
H -1.15613 -1.00739 -2.23412
H -2.92488 1.78385 0.09253
H -3.92524 0.54953 -0.75183
H -3.76633 -0.63986 1.54901
H -3.09820 0.75587 2.09771
H -4.87674 0.74545 1.47730
```


Model B:
DFT (ωB97M-V/def2-TZVPD) results for an isolated molecule of C9H20OSi.

Output
**Charge**: 0
**Structure (SMILES)**: C=C[C@@H](C)[Si](CC)(CC)OC
**Highest occupied orbital energy**: -8.365 eV

Geometry as XYZ:
```
31
C9H20OSi (ωB97M-V/def2-TZVPD)
C 2.54304 -1.68468 -1.30150
C 1.92125 -1.25355 -0.24027
C 0.52833 -1.49531 0.15815
C 0.43134 -1.85691 1.60770
Si -0.77703 0.29261 0.18382
C -0.35084 1.76006 -0.96373
C 1.13078 2.06496 -1.19112
C -2.56264 -0.29022 0.05831
C -2.85276 -0.67172 -1.34821
O -0.71790 0.97040 1.65877
C 0.50434 1.61575 2.06684
H 3.60231 -1.76771 -1.38604
H 1.96931 -2.31070 -1.94645
H 2.44647 -0.52040 0.50117
H -0.10781 -2.27956 -0.40890
H 0.96425 -0.98924 2.16518
H -0.59525 -1.87313 1.93520
H 1.00558 -2.78517 1.69134
H -0.78263 1.52511 -1.92070
H -0.89723 2.75613 -0.70334
H 1.78967 1.15991 -0.92339
H 1.38378 2.57076 -2.04649
H 1.45836 2.63672 -0.30266
H -2.58642 -1.26110 0.72900
H -3.20266 0.38115 0.52250
H -3.79278 -1.13005 -1.36107
H -2.74501 0.13237 -2.20053
H -2.09340 -1.37196 -1.58829
H 0.26574 2.66984 1.68947
H 1.51482 1.35397 1.71184
H 0.60497 1.65169 3.15340
```


The data favor model B; the next most stable structure lies 0.455 eV above it.


Model A:
DFT (ωB97M-V/def2-TZVPD) results for an isolated molecule of C9H7NO2.

Output
**Charge**: 0
**Structure (SMILES)**: O=C(C#Cc1ccccc1)NO
**Highest occupied orbital energy**: -9.107 eV

Geometry as XYZ:
```
19
C9H7NO2 (ωB97M-V/def2-TZVPD)
O 1.72073 -2.85400 -1.36814
C 0.64450 -2.44065 -1.08836
C 0.39757 -1.12119 -0.58314
C 0.11738 -0.01404 -0.11782
C -0.03367 1.30680 0.40426
C -0.12165 2.42643 -0.48637
C -0.30152 3.67095 0.00397
C -0.41263 3.83834 1.41176
C -0.31333 2.77788 2.28513
C -0.13061 1.48772 1.74778
N -0.61445 -3.23125 -1.47684
O -0.61073 -4.22211 -0.42633
H 0.00993 2.33984 -1.38591
H -0.46273 4.40704 -0.61064
H -0.58071 4.83845 1.54949
H -0.37637 3.00815 3.29575
H -0.11137 0.70465 2.60405
H -0.46737 -3.62902 -2.20421
H -1.66654 -4.03503 -0.01811
```


Model B:
DFT (ωB97M-V/def2-TZVPD) results for an isolated molecule of C9H7NO2.

Output
**Charge**: 0
**Structure (SMILES)**: Nc1cc2ccccc2oc1=O
**Highest occupied orbital energy**: -7.821 eV

Geometry as XYZ:
```
19
C9H7NO2 (ωB97M-V/def2-TZVPD)
N 3.26109 0.87244 -0.08298
C 2.03702 0.41264 -0.06915
C 0.85327 1.09317 -0.03863
C -0.42414 0.48257 -0.14196
C -1.56140 1.16790 -0.05644
C -2.84606 0.49413 0.04534
C -2.80440 -0.90887 0.11834
C -1.62316 -1.57716 -0.05517
C -0.41414 -0.91478 -0.24057
O 0.79067 -1.53566 -0.47865
C 1.93524 -1.02361 -0.07291
O 2.83116 -1.67419 0.38135
H 3.91735 0.06635 -0.10059
H 3.42263 1.85722 -0.13844
H 0.99304 2.04529 0.41725
H -1.40712 2.22924 0.02398
H -3.64815 1.08647 0.14441
H -3.66530 -1.49956 0.20954
H -1.64760 -2.67358 0.13527
```


The data favor model B; the next most stable structure lies 6.026 eV above it.


Model A:
DFT (ωB97M-V/def2-TZVPD) results for a cluster of 4 separate species, C4H8O3 in total.

Output
**Charge**: 0
**Highest occupied orbital energy**: -9.155 eV

Geometry as XYZ:
```
15
C4H8O3 (ωB97M-V/def2-TZVPD)
C 0.83514 -0.51521 1.64269
C -0.55652 0.15799 -0.74200
C -0.71404 -1.11772 -1.38517
O -1.80505 -1.52579 -1.73898
C 0.29895 0.59361 2.24865
O 0.65720 1.53810 2.99289
H 1.71938 -1.16894 1.99184
H 1.12100 -1.37650 0.97545
H 0.00712 -0.34674 0.19667
H -0.88076 0.68197 1.15146
H -0.08809 -2.02463 -1.22115
H -0.48547 0.29787 3.05103
H 0.40140 0.96874 -3.01561
H -0.73018 1.91921 -3.13855
O 0.21990 1.91803 -3.00922
```


Model B:
DFT (ωB97M-V/def2-TZVPD) results for an isolated molecule of C4H8O3.

Output
**Charge**: 0
**Structure (SMILES)**: COC(=O)CCO
**Highest occupied orbital energy**: -10.309 eV

Geometry as XYZ:
```
15
C4H8O3 (ωB97M-V/def2-TZVPD)
C -2.81029 0.09558 -0.26445
O -1.61178 0.52062 0.40635
C -0.55096 -0.15206 -0.01420
O -0.60858 -0.95174 -0.93794
C 0.74434 -0.17386 0.71322
C 1.94537 0.43838 0.00826
O 2.99856 -0.49877 0.17684
H -2.85884 -0.99775 -0.27883
H -3.63431 0.51966 0.30409
H -2.81574 0.46172 -1.29427
H 0.70654 0.08877 1.78891
H 0.76037 -1.21660 0.22574
H 1.69574 0.55795 -1.05270
H 2.23917 1.41787 0.41062
H 3.80040 -0.10978 -0.19165
```


The data favor model B; the next most stable structure lies 14.082 eV above it.


Model A:
DFT (ωB97M-V/def2-TZVPD) results for an isolated molecule of C4H8O3.

Output
**Charge**: 0
**Structure (SMILES)**: OCC[C@]1(O)CO1
**Highest occupied orbital energy**: -10.183 eV

Geometry as XYZ:
```
15
C4H8O3 (ωB97M-V/def2-TZVPD)
O 1.72533 -0.86373 1.94788
C 1.22817 -0.52628 0.66845
C -0.07898 0.22557 0.86675
C -0.72591 0.61231 -0.44752
O -1.30800 1.86550 -0.38486
C -1.23131 -0.38982 -1.38434
O -0.03091 0.34930 -1.65314
H 2.56714 -1.31911 1.82680
H 1.06475 -1.42613 0.05814
H 1.93915 0.09814 0.11162
H 0.10715 1.12436 1.46271
H -0.77335 -0.40206 1.43591
H -1.31022 2.22077 -1.28599
H -1.09991 -1.46009 -1.21341
H -2.07309 -0.10874 -2.00900
```


Model B:
DFT (ωB97M-V/def2-TZVPD) results for an isolated molecule of C4H8O3.

Output
**Charge**: 0
**Structure (SMILES)**: C=C(CO)OCO
**Highest occupied orbital energy**: -9.350 eV

Geometry as XYZ:
```
15
C4H8O3 (ωB97M-V/def2-TZVPD)
C -0.81985 -1.06801 1.06177
C 0.19924 -0.58774 0.35287
C 1.62206 -0.52339 0.84874
O 2.20286 0.71872 0.53044
O 0.07112 -0.02541 -0.87825
C -1.20494 0.57070 -1.10436
O -1.10943 1.41662 -2.18533
H -1.82804 -1.16574 0.67340
H -0.63633 -1.37918 2.07946
H 1.62616 -0.61957 1.93949
H 2.20964 -1.37093 0.45464
H 2.02698 0.85984 -0.41099
H -1.48393 1.05102 -0.15256
H -1.96619 -0.18063 -1.33971
H -0.90935 2.30370 -1.86960
```


The data favor model B; the next most stable structure lies 0.056 eV above it.